[1]
A molecular structure, C22H40LiO18. Source: OMol25; level of theory: ωB97M-V/def2-TZVPD.

The geometry in XYZ format:
```
81
C22H40LiO18 | OMol25 | ωB97M-V/def2-TZVPD
Li 0.083 0.220 0.049
C -0.803 4.911 -1.356
C -2.305 4.611 -1.336
O -2.366 3.386 -0.611
C -1.173 3.093 -0.100
O -0.870 2.022 0.378
O -0.310 4.046 -0.329
H -0.565 5.961 -1.181
H -0.349 4.768 -2.340
H -2.628 4.416 -2.356
H -2.815 5.421 -0.820
C -4.177 -2.219 3.221
C -3.649 -3.201 2.125
O -2.696 -2.410 1.429
C -2.704 -1.125 1.834
O -2.076 -0.267 1.280
O -3.575 -0.968 2.804
H -3.770 -2.377 4.215
H -5.256 -2.301 3.134
H -4.482 -3.593 1.546
H -3.075 -4.001 2.592
C -1.391 2.263 -4.901
C -0.571 1.355 -4.051
O -1.364 0.181 -3.930
C -1.568 -0.408 -2.751
O -1.274 0.051 -1.675
O -2.103 -1.577 -2.987
C -2.559 -2.477 -1.989
H -0.961 3.183 -5.297
H -2.340 2.552 -4.441
H -1.761 1.723 -5.779
H -0.542 1.853 -3.079
H 0.442 1.235 -4.435
H -3.619 -2.339 -1.783
H -1.998 -2.299 -1.069
H -2.386 -3.515 -2.263
C -0.733 1.522 5.257
C -0.321 1.190 3.880
O 1.069 0.807 3.890
C 1.671 0.546 2.771
O 1.242 0.748 1.656
O 2.857 -0.007 3.076
C 3.777 -0.205 2.019
H -0.750 0.738 6.013
H -1.739 1.951 5.301
H -0.202 2.359 5.722
H -0.537 2.022 3.210
H -0.914 0.348 3.520
H 3.536 -0.963 1.267
H 4.718 -0.475 2.488
H 3.899 0.634 1.328
C 0.822 -4.618 3.671
C 0.907 -4.459 2.178
O 0.610 -3.129 1.807
C 0.532 -2.882 0.473
O 0.234 -1.806 0.016
O 0.781 -3.908 -0.306
C 1.068 -3.768 -1.704
H -0.163 -4.302 4.020
H 1.576 -4.050 4.218
H 0.973 -5.640 4.019
H 0.234 -5.187 1.713
H 1.862 -4.863 1.828
H 0.481 -4.572 -2.143
H 2.145 -3.802 -1.835
H 0.599 -2.839 -2.033
C 2.682 4.496 -2.653
C 2.104 3.202 -2.078
O 3.137 2.231 -1.990
C 2.840 0.969 -1.658
O 1.749 0.519 -1.361
O 3.913 0.267 -1.889
C 3.788 -1.168 -1.841
H 2.139 5.386 -2.343
H 2.891 4.417 -3.718
H 3.664 4.637 -2.193
H 1.325 2.827 -2.742
H 1.769 3.291 -1.045
H 3.638 -1.563 -0.838
H 4.714 -1.564 -2.247
H 2.971 -1.512 -2.472
```

Results
* Kohn-Sham gap: 11.398 eV
* F_max: 2.837 eV/A
* energy relative to the best compared isomer or geometry (same formula, charge and spin): 49.2 kcal/mol
* energy: -2224.06532 Ha
* total charge: +1

[2]
A molecular structure, C5H9N3S3. Source: OMol25; level of theory: ωB97M-V/def2-TZVPD.

The geometry in XYZ format:
```
20
C5H9N3S3 | OMol25 | ωB97M-V/def2-TZVPD
C 0.846 -0.064 -1.084
C -0.315 0.120 -0.398
C 2.646 -1.420 -2.760
C -3.106 0.437 -0.464
C -0.463 0.288 3.436
N 1.904 0.668 -0.578
N 1.711 1.258 0.511
N 0.563 1.041 0.992
S 0.938 -0.804 -2.649
S -1.752 -0.714 -0.095
S 0.051 1.751 2.397
H 2.718 -2.287 -2.038
H 3.390 -0.488 -2.777
H 2.741 -1.819 -3.777
H -2.841 1.249 -1.154
H -3.420 0.888 0.458
H -3.933 -0.104 -0.780
H -0.837 -0.547 2.823
H -1.200 0.715 4.049
H 0.360 -0.166 3.887
```

Results
* Kohn-Sham gap: 8.814 eV
* F_max: 4.349 eV/A
* energy relative to the best compared isomer or geometry (same formula, charge and spin): 19.2 kcal/mol
* energy: -1554.59782 Ha

[3]
5 unconnected molecules or ions with the total composition C25H37BIO15S. Source: OMol25; level of theory: ωB97M-V/def2-TZVPD.

The geometry in XYZ format:
```
80
C25H37BIO15S | OMol25 | ωB97M-V/def2-TZVPD
O -5.016 2.079 2.330
B -4.923 3.235 1.582
O -5.851 3.579 0.665
O -3.814 4.098 1.854
S -2.953 4.526 0.562
C -1.328 4.866 1.314
C -0.241 3.850 0.979
C 1.087 4.214 1.657
I 1.025 3.538 3.690
C -2.825 3.139 -0.483
C -3.127 3.367 -1.821
C -3.028 2.324 -2.728
C -2.626 1.063 -2.320
C -2.342 0.840 -0.974
C -2.442 1.864 -0.060
H -4.519 1.383 1.882
H -6.226 2.769 0.297
H -1.491 4.885 2.391
H -1.063 5.840 0.910
H -0.131 3.710 -0.096
H -0.549 2.883 1.366
H 1.888 3.708 1.137
H 1.201 5.293 1.662
H -3.439 4.345 -2.160
H -3.286 2.500 -3.755
H -2.538 0.243 -3.015
H -2.020 -0.125 -0.618
H -2.197 1.697 0.980
C -1.043 -5.933 -0.148
C -1.338 -4.490 0.165
C -2.634 -3.966 -0.405
O -2.343 -2.564 -0.574
C -1.007 -2.448 -0.745
O -0.463 -1.443 -1.099
O -0.380 -3.603 -0.466
H -0.931 -6.081 -1.223
H -0.109 -6.239 0.317
H -1.840 -6.580 0.217
H -1.289 -4.319 1.244
H -3.481 -4.103 0.262
H -2.871 -4.389 -1.383
C 4.280 0.736 5.616
C 3.183 -0.159 5.094
C 1.943 -0.177 5.945
O 1.411 -1.479 5.674
C 2.456 -2.280 5.328
O 2.392 -3.457 5.212
O 3.578 -1.539 5.120
H 4.631 0.387 6.587
H 5.137 0.724 4.943
H 3.929 1.764 5.710
H 2.946 0.098 4.056
H 1.230 0.596 5.662
H 2.153 -0.098 7.014
C 5.041 -3.830 0.996
C 3.930 -4.722 0.502
C 2.630 -4.591 1.261
O 2.054 -5.895 1.102
C 3.080 -6.774 0.921
O 2.962 -7.952 0.944
O 4.242 -6.109 0.713
H 5.309 -4.082 2.023
H 5.936 -3.961 0.388
H 4.742 -2.783 0.951
H 3.773 -4.576 -0.571
H 1.972 -3.829 0.847
H 2.777 -4.403 2.328
C 0.808 2.798 -7.912
C -0.137 3.410 -6.908
C -0.319 2.608 -5.639
O -1.650 2.977 -5.239
C -2.328 3.330 -6.367
O -3.501 3.504 -6.400
O -1.486 3.447 -7.414
H 0.429 1.836 -8.260
H 0.906 3.441 -8.785
H 1.795 2.655 -7.474
H 0.162 4.437 -6.683
H 0.399 2.865 -4.864
H -0.293 1.530 -5.811
```

Results
* Kohn-Sham gap: 8.643 eV
* F_max: 1.235 eV/A
* energy: -2824.09162 Ha
* total charge: +1

Which value of energy does entry 2 give?
-1554.59782 Ha

Which of these has the lowest Kohn-Sham gap?
C25H37BIO15S